[1]
Computed, not measured: a structure of composition C17H31N6O5S at a distorted geometry, with ωB97M-V/def2-TZVPD.

## Properties
Strongest force on any atom   4.95 eV/A
Net charge   -1
E_tot   -1769.06847 a.u.

Element x y z (Å)
C  -3.77  -1.33  -1.36
C  -2.76  -1.82  -0.35
O  -1.92  -0.74  0.11
C  -1.38  -0.97  1.37
C  0.04  -0.38  1.50
C  0.46  0.28  0.18
C  1.78  1.10  0.21
C  1.47  2.57  -0.13
C  0.91  2.66  -1.58
C  -0.19  3.72  -1.75
C  -1.13  3.42  -2.93
C  -1.57  1.95  -2.86
S  -0.65  1.02  -4.13
C  0.01  -0.22  -3.14
N  -0.45  -0.66  -2.03
N  0.48  -1.58  -1.58
C  1.40  -1.66  -2.45
O  1.18  -0.79  -3.48
N  -0.17  0.82  2.44
C  0.86  0.95  3.26
N  1.41  2.10  3.71
N  1.29  -0.30  3.54
C  1.08  -1.14  2.33
C  0.63  -2.50  2.91
N  2.38  -1.40  1.71
H  -4.75  -1.76  -1.17
H  -3.84  -0.24  -1.39
H  -3.47  -1.68  -2.34
H  -3.29  -2.27  0.49
H  -2.12  -2.56  -0.82
H  -1.42  -2.04  1.59
H  -2.01  -0.48  2.11
H  -0.31  0.99  -0.07
H  0.48  -0.47  -0.58
H  2.35  1.01  1.13
H  2.42  0.75  -0.59
H  2.38  3.17  -0.13
H  0.81  3.02  0.60
H  0.56  1.68  -1.86
H  1.73  2.89  -2.25
H  -0.80  3.79  -0.85
H  0.28  4.70  -1.85
H  -0.70  3.65  -3.90
H  -2.02  4.06  -2.87
H  -2.63  1.79  -2.95
H  -1.28  1.58  -1.89
H  2.26  -2.30  -2.39
H  -0.46  1.68  2.01
H  2.40  2.23  3.53
H  0.89  2.84  4.14
H  2.18  -0.42  4.00
H  -0.23  -2.42  3.57
H  0.32  -3.12  2.07
H  1.47  -3.02  3.36
H  2.33  -2.16  1.04
H  3.08  -1.60  2.40
C  0.53  -4.62  0.07
O  1.55  -4.79  -0.67
O  0.57  -3.90  1.17
O  -0.64  -5.10  -0.21



[2]
Computed, not measured: a structure of composition C17H32BrInO10P, with ωB97M-V/def2-TZVPD.

## Properties
Strongest force on any atom   0.75 eV/A
Net charge   -1
E_tot   -4524.88594 a.u.

Element x y z (Å)
C  2.67  0.05  2.71
O  2.67  0.46  1.36
C  1.48  0.11  0.66
C  1.42  0.80  -0.69
C  -0.04  1.12  -1.07
C  -0.18  1.72  -2.46
C  -1.63  1.81  -3.03
In  -3.31  1.61  -1.60
C  -4.70  3.38  -1.58
C  -3.95  4.66  -1.24
O  -2.57  4.48  -0.77
C  -2.45  4.43  0.56
O  -1.54  4.96  1.16
P  -4.53  -0.56  -2.35
O  -6.17  -0.16  -2.56
Br  -4.66  -1.77  -0.40
H  1.87  -0.68  2.92
H  2.52  0.92  3.36
H  3.62  -0.45  2.92
H  1.40  -0.98  0.55
H  0.61  0.43  1.26
H  2.00  1.73  -0.62
H  1.87  0.16  -1.46
H  -0.62  0.20  -0.99
H  -0.40  1.84  -0.33
H  0.43  1.16  -3.18
H  0.22  2.75  -2.43
H  -1.72  2.75  -3.59
H  -1.75  1.00  -3.77
H  -2.84  1.34  0.09
H  -5.42  3.18  -0.78
H  -5.23  3.51  -2.52
H  -3.86  5.33  -2.09
H  -4.46  5.22  -0.45
H  -3.23  3.85  1.06
H  -6.70  -0.83  -2.12
C  5.84  -0.34  7.27
C  4.56  -0.77  6.60
C  3.88  -1.98  7.21
O  3.21  -2.55  6.08
C  3.90  -2.20  4.96
O  3.73  -2.66  3.89
O  4.81  -1.24  5.26
H  5.65  -0.10  8.32
H  6.58  -1.13  7.21
H  6.25  0.54  6.78
H  3.86  0.07  6.52
H  3.16  -1.73  7.98
H  4.60  -2.70  7.59
C  0.06  -4.39  -5.70
C  -0.93  -3.80  -4.73
C  -1.66  -2.57  -5.22
O  -1.93  -1.88  -4.00
C  -0.99  -2.22  -3.11
O  -0.80  -1.68  -2.07
O  -0.27  -3.29  -3.57
H  -0.44  -4.67  -6.63
H  0.85  -3.67  -5.92
H  0.53  -5.28  -5.28
H  -1.65  -4.56  -4.40
H  -2.60  -2.78  -5.73
H  -1.03  -1.94  -5.85



[3]
Computed, not measured: a cluster of 3 separate species, C17H32Cl2O12S3 in total at a distorted geometry, with ωB97M-V/def2-TZVPD.

## Properties
Strongest force on any atom   5.22 eV/A
E_tot   -3684.64974 a.u.

Element x y z (Å)
C  -1.65  -0.98  1.53
C  -1.36  -1.09  -0.01
O  -0.07  -0.52  -0.25
C  0.35  -0.76  -1.59
C  0.68  0.59  -2.37
C  2.23  0.79  -2.35
Cl  3.13  -0.25  -3.56
C  2.91  0.57  -0.96
C  3.90  1.74  -0.55
C  0.19  0.29  -3.85
S  0.45  1.70  -4.98
O  1.81  1.76  -5.56
O  -0.57  1.69  -6.07
O  0.28  3.04  -4.01
C  -0.74  2.71  -3.03
C  -0.17  1.81  -1.86
C  0.56  2.78  -0.87
C  0.52  2.31  0.65
C  0.23  3.61  1.52
Cl  -1.59  3.68  1.78
H  -2.52  -1.63  1.82
H  -0.74  -1.24  2.12
H  -1.94  0.07  1.73
H  -1.45  -2.14  -0.36
H  -2.13  -0.47  -0.55
H  1.26  -1.41  -1.57
H  -0.41  -1.34  -2.16
H  2.43  1.84  -2.67
H  2.21  0.39  -0.12
H  3.55  -0.35  -1.03
H  4.94  1.49  -0.83
H  3.80  1.90  0.54
H  3.65  2.67  -1.12
H  -0.92  0.16  -3.77
H  0.57  -0.67  -4.24
H  -1.12  3.68  -2.65
H  -1.62  2.23  -3.53
H  -1.08  1.44  -1.33
H  -0.03  3.73  -0.87
H  1.58  3.09  -1.18
H  1.49  1.93  1.00
H  -0.33  1.63  0.85
H  0.67  3.52  2.53
H  0.52  4.54  1.00
C  -5.78  0.62  5.31
C  -4.29  0.91  5.34
O  -3.67  -0.35  5.07
S  -4.62  -1.21  4.09
O  -4.14  -1.05  2.75
O  -4.83  -2.49  4.67
O  -5.96  -0.33  4.26
H  -6.11  0.16  6.25
H  -6.38  1.52  5.12
H  -3.96  1.31  6.30
H  -4.01  1.61  4.54
C  3.00  -5.75  -0.32
C  1.81  -4.87  -0.67
O  1.85  -3.80  0.28
S  3.39  -3.49  0.66
O  3.83  -2.38  -0.13
O  3.52  -3.51  2.08
O  4.04  -4.83  0.05
H  2.78  -6.38  0.54
H  3.32  -6.36  -1.15
H  0.86  -5.41  -0.60
H  1.91  -4.44  -1.67



[4]
Computed, not measured: a structure of composition C17H32Cl2O2P2W at a distorted geometry, with ωB97M-V/def2-TZVPD.

## Properties
Strongest force on any atom   10.58 eV/A
Multiplicity   3
Net charge   +2
Energy above the lowest of the compared OMol25 structures with the same formula, charge and spin   284.2 kcal per mole
E_tot   -2486.36974 a.u.

Element x y z (Å)
P  0.50  -2.01  -1.64
P  1.02  1.96  -0.29
C  0.05  -0.38  -2.18
C  1.32  0.42  -1.84
H  -0.87  -0.07  -1.66
H  -0.13  -0.34  -3.27
H  2.29  -0.35  -1.34
H  1.81  0.99  -2.63
C  -0.34  2.63  -1.53
H  -1.88  4.29  -1.95
H  -1.00  1.80  -1.79
H  0.19  2.97  -2.45
C  2.22  3.11  -1.03
H  2.03  3.38  -2.06
H  3.26  2.81  -0.97
H  2.06  3.96  -0.37
C  -0.62  -3.07  -2.71
H  -0.44  -4.13  -2.49
H  -0.32  -2.93  -3.76
H  -1.70  -2.89  -2.65
C  2.07  -2.60  -2.22
H  2.78  -1.79  -2.20
H  1.87  -2.94  -3.27
H  2.39  -3.45  -1.59
W  1.70  -0.07  0.14
C  -1.31  3.83  -1.11
C  -2.17  3.31  -0.03
C  -2.60  2.07  0.13
C  -2.71  -2.27  1.19
C  -2.36  -3.06  0.13
C  -1.07  -3.59  0.00
C  0.08  -2.74  0.67
C  0.08  -1.21  0.89
C  2.07  -0.76  2.24
H  -0.62  4.59  -0.81
H  -2.53  4.12  0.62
H  -2.45  1.28  -0.64
H  -3.31  1.77  0.92
H  -2.01  -2.13  2.02
H  -3.76  -1.95  1.28
H  -3.07  -3.22  -0.69
H  -0.80  -4.53  -0.51
H  1.15  -2.98  0.32
H  0.14  -3.08  1.72
H  -0.63  -0.80  1.63
H  -0.06  -0.32  -0.03
H  2.53  -0.05  2.98
H  2.87  -1.43  1.84
H  1.34  -1.41  2.78
Cl  0.27  1.23  6.20
C  -0.15  2.19  4.81
Cl  0.37  3.84  4.88
C  0.46  1.45  3.47
O  -0.25  0.45  3.27
O  1.46  1.95  2.92
H  -1.25  2.15  4.67



[5]
Computed, not measured: a structure of composition C17H32N2O5PPd, with ωB97M-V/def2-TZVPD.

## Properties
Strongest force on any atom   0.80 eV/A
Net charge   +1
Energy above the lowest of the compared OMol25 structures with the same formula, charge and spin   33.7 kcal per mole
E_tot   -1621.74735 a.u.

Element x y z (Å)
Pd  0.02  0.04  0.06
C  -1.69  0.45  2.53
N  -0.38  -0.14  2.19
C  0.67  0.52  2.97
C  -0.40  -1.60  2.43
C  -1.09  -2.25  1.28
C  -1.87  -3.40  1.30
C  -2.41  -3.90  0.12
C  -2.19  -3.25  -1.09
C  -1.43  -2.08  -1.13
C  -0.91  -1.61  0.05
H  -1.89  0.32  3.60
H  -2.47  -0.05  1.96
H  -1.69  1.50  2.28
H  0.48  0.40  4.05
H  0.68  1.58  2.74
H  1.63  0.08  2.73
H  -0.83  -1.84  3.41
H  0.65  -1.92  2.44
H  -2.05  -3.91  2.24
H  -3.02  -4.79  0.15
H  -2.60  -3.65  -2.00
H  -1.26  -1.56  -2.07
C  -1.91  5.75  -0.53
C  -2.52  4.42  -0.20
O  -2.15  3.44  -1.20
P  -1.38  2.09  -0.75
O  -1.97  1.08  -1.88
C  -3.38  0.78  -1.85
C  -4.09  1.45  -3.00
O  0.11  2.26  -1.37
C  0.36  2.64  -2.75
C  0.91  4.05  -2.80
H  -2.25  6.51  0.18
H  -2.19  6.07  -1.53
H  -0.82  5.71  -0.48
H  -3.61  4.47  -0.21
H  -2.21  4.07  0.78
H  -3.80  1.09  -0.89
H  -3.46  -0.31  -1.91
H  -4.00  2.53  -2.93
H  -5.15  1.18  -2.99
H  -3.66  1.13  -3.95
H  -0.56  2.55  -3.32
H  1.08  1.92  -3.13
H  0.16  4.77  -2.51
H  1.23  4.28  -3.82
H  1.78  4.15  -2.15
N  5.34  -1.73  -0.16
C  4.42  -1.07  -1.08
C  3.07  -0.87  -0.41
O  2.93  -1.49  0.75
O  2.19  -0.20  -0.91
H  5.90  -2.44  -0.61
H  3.80  -1.93  0.90
H  5.96  -1.08  0.29
H  4.23  -1.71  -1.94
H  4.76  -0.11  -1.46



[6]
Computed, not measured: a structure of composition C17H32NNdO at a distorted geometry, with ωB97M-V/def2-TZVPD.

## Properties
Strongest force on any atom   13.77 eV/A
Multiplicity   4
Net charge   +2
Energy above the lowest of the compared OMol25 structures with the same formula, charge and spin   38.4 kcal per mole
E_tot   -1357.76547 a.u.

Element x y z (Å)
C  1.74  2.68  -0.82
H  2.56  3.33  -0.49
H  2.07  2.18  -1.74
H  1.59  1.92  -0.05
C  0.46  3.49  -1.06
H  -0.34  2.81  -1.36
H  0.14  3.96  -0.12
C  0.65  4.57  -2.13
H  -0.28  5.14  -2.30
H  1.43  5.28  -1.84
H  0.94  4.13  -3.09
C  -0.90  -1.88  -0.09
C  -1.60  -1.16  -1.13
C  -0.64  -0.80  -2.08
C  0.63  -1.43  -1.72
C  0.45  -2.17  -0.55
C  1.42  -3.09  0.11
C  1.87  -1.34  -2.55
C  -0.85  -0.01  -3.32
C  -3.07  -0.88  -1.17
C  -1.57  -2.58  1.05
Nd  0.00  0.00  0.00
H  2.75  -1.63  -1.99
H  1.80  -2.00  -3.42
H  2.04  -0.33  -2.92
H  2.45  -2.84  -0.13
H  1.33  -3.07  1.19
H  1.25  -4.12  -0.21
H  -2.41  -2.01  1.44
H  -1.95  -3.55  0.73
H  -0.88  -2.76  1.88
H  -3.30  -0.01  -1.78
H  -3.61  -1.73  -1.60
H  -3.47  -0.70  -0.18
H  -0.03  0.68  -3.51
H  -0.92  -0.66  -4.20
H  -1.76  0.58  -3.28
C  -0.10  0.08  5.55
N  0.59  -0.36  4.35
C  1.81  -1.16  4.48
C  0.13  -0.05  3.09
C  -1.12  0.77  2.85
O  0.74  -0.44  2.11
H  0.41  -0.25  6.47
H  -1.13  -0.33  5.56
H  -0.14  1.19  5.58
H  1.66  -2.14  3.99
H  2.66  -0.63  4.00
H  2.08  -1.34  5.54
H  -0.85  1.68  2.27
H  -1.84  0.17  2.26
H  -1.63  1.10  3.77



[7]
Computed, not measured: a structure of composition C17H32NRe, with ωB97M-V/def2-TZVPD.

## Properties
Strongest force on any atom   0.63 eV/A
Multiplicity   2
Net charge   +3
Energy above the lowest of the compared OMol25 structures with the same formula, charge and spin   0.0 kcal per mole
E_tot   -798.78034 a.u.

Element x y z (Å)
Re  -0.58  0.37  1.25
C  -0.83  0.64  -0.86
C  -0.25  -0.67  -0.74
C  1.07  -0.44  -0.15
C  1.25  0.97  0.01
C  0.08  1.67  -0.40
C  -0.24  3.12  -0.25
C  -1.64  3.11  0.37
C  0.76  3.79  0.70
C  -0.22  3.80  -1.63
C  1.95  -1.41  0.63
C  2.47  -2.61  -0.17
C  0.97  -1.79  1.74
C  3.15  -0.69  1.26
C  -0.97  -1.87  -1.35
C  -0.15  -2.16  -2.63
C  -2.40  -1.49  -1.77
C  -1.08  -3.13  -0.47
H  -1.84  0.82  -1.22
H  2.10  1.44  0.49
H  -1.65  2.49  1.32
H  -2.41  2.72  -0.30
H  -1.96  4.10  0.68
H  0.80  3.29  1.67
H  0.47  4.82  0.88
H  1.77  3.82  0.27
H  -0.94  3.35  -2.31
H  0.77  3.75  -2.07
H  -0.48  4.85  -1.51
H  1.69  -3.21  -0.62
H  3.06  -3.26  0.47
H  3.14  -2.25  -0.96
H  0.18  -2.50  1.51
H  0.52  -0.79  2.23
H  1.46  -2.05  2.69
H  3.80  -0.27  0.50
H  3.75  -1.42  1.82
H  2.86  0.09  1.97
H  -0.11  -1.29  -3.29
H  -0.65  -2.97  -3.17
H  0.87  -2.48  -2.42
H  -2.41  -0.73  -2.55
H  -3.01  -1.18  -0.92
H  -2.88  -2.37  -2.19
H  -0.12  -3.57  -0.19
H  -1.60  -3.89  -1.04
H  -1.68  -2.94  0.42
N  -2.00  0.14  2.86
H  -2.96  0.33  2.52
H  -1.87  0.78  3.65
H  -2.04  -0.80  3.26



[8]
Computed, not measured: a cluster of 3 separate species, C17H33BBrN3O3 in total at a distorted geometry, with ωB97M-V/def2-TZVPD.

## Properties
Strongest force on any atom   4.59 eV/A
Energy above the lowest of the compared OMol25 structures with the same formula, charge and spin   111.2 kcal per mole
E_tot   -3656.22299 a.u.

Element x y z (Å)
O  0.57  -3.49  5.79
C  1.07  -2.95  4.76
C  0.61  -1.55  4.14
C  -0.97  -1.26  4.31
B  -1.36  -0.77  5.83
Br  -2.92  0.42  6.14
N  2.16  -3.72  4.08
C  1.47  -4.27  2.86
C  0.51  -5.47  3.09
C  -0.24  -6.00  1.82
C  0.01  -5.30  0.45
C  1.01  -4.12  0.25
C  1.75  -3.59  1.50
H  1.26  -0.69  4.56
H  0.80  -1.54  3.00
H  -1.61  -2.16  3.96
H  -1.30  -0.38  3.63
H  -0.67  -1.20  6.69
H  2.39  -4.52  4.72
H  0.36  -5.90  4.14
H  -0.94  -6.89  1.97
H  -0.54  -5.67  -0.48
H  1.20  -3.61  -0.75
H  2.49  -2.72  1.50
C  0.89  3.70  -0.27
C  0.27  2.31  -0.28
C  -0.71  2.05  0.87
O  -0.10  1.83  2.14
C  0.35  3.01  2.80
N  1.34  1.31  -0.31
H  1.70  3.80  0.46
H  1.32  3.93  -1.25
H  0.14  4.47  -0.05
H  -0.30  2.22  -1.22
H  -1.26  1.13  0.65
H  -1.47  2.84  0.95
H  -0.33  3.85  2.62
H  1.36  3.25  2.48
H  0.38  2.81  3.87
H  0.93  0.39  -0.44
H  1.74  1.26  0.63
C  -1.95  2.79  -4.62
C  -0.47  2.47  -4.44
C  0.31  2.32  -5.76
O  0.07  1.10  -6.46
C  -1.15  1.06  -7.18
N  -0.34  1.28  -3.60
H  -2.54  1.91  -4.89
H  -2.37  3.18  -3.69
H  -2.10  3.55  -5.40
H  -0.03  3.32  -3.90
H  1.38  2.32  -5.53
H  0.14  3.18  -6.43
H  -1.40  2.04  -7.62
H  -1.96  0.72  -6.54
H  -1.04  0.34  -7.99
H  0.65  1.14  -3.38
H  -0.57  0.47  -4.18